No. 1
Formula: C13H52O13
Source: the OMol25 dataset
Level of theory: ωB97M-V with the def2-TZVPD basis set

Positions of all 78 atoms, in Å:
1 C -1.745 2.303 1.889
2 O -2.012 3.113 2.994
3 H -1.032 1.540 2.202
4 H -2.687 1.882 1.538
5 H -1.366 2.976 1.120
6 H -1.139 3.322 3.334
7 C -0.002 -0.061 -0.026
8 O 0.192 1.053 -0.989
9 H -0.544 0.443 0.775
10 H -0.633 -0.819 -0.489
11 H 0.984 -0.459 0.212
12 H 1.096 1.344 -0.851
13 C -3.564 -0.047 1.786
14 O -2.178 0.152 1.613
15 H -4.037 0.788 2.302
16 H -4.131 -0.363 0.911
17 H -3.586 -0.883 2.486
18 H -1.686 -0.673 1.590
19 C 2.028 2.977 -2.574
20 O 1.199 3.213 -3.749
21 H 1.670 1.985 -2.301
22 H 3.106 3.022 -2.732
23 H 1.791 3.696 -1.790
24 H 0.274 3.374 -3.549
25 C -0.142 -0.499 3.264
26 O 1.290 -0.394 3.296
27 H -0.448 -0.396 2.223
28 H -0.615 -1.388 3.680
29 H -0.675 0.355 3.682
30 H 1.612 -0.746 4.129
31 C 1.344 2.955 0.876
32 O 1.965 1.888 0.155
33 H 0.259 2.868 0.920
34 H 1.636 2.885 1.924
35 H 1.594 3.867 0.335
36 H 2.919 1.993 0.197
37 C -2.554 -2.395 0.589
38 O -1.810 -2.303 1.757
39 H -3.463 -1.793 0.610
40 H -1.905 -2.161 -0.255
41 H -3.042 -3.357 0.743
42 H -1.478 -3.171 1.999
43 C -0.316 0.970 -3.549
44 O -0.044 -0.068 -2.689
45 H 0.552 1.603 -3.735
46 H -0.718 0.541 -4.467
47 H -1.098 1.645 -3.203
48 H 0.041 0.248 -1.786
49 C -0.580 3.600 -1.304
50 O -0.516 3.553 -2.734
51 H -1.477 4.133 -0.988
52 H -0.796 2.576 -0.999
53 H 0.349 4.024 -0.923
54 H -1.374 3.337 -3.108
55 C 1.865 -2.699 2.605
56 O 1.303 -2.151 1.478
57 H 1.146 -3.072 3.335
58 H 2.388 -3.588 2.254
59 H 2.746 -2.142 2.922
60 H 1.186 -1.210 1.625
61 C -1.117 -2.796 -3.184
62 O -1.302 -1.940 -2.110
63 H -2.007 -3.164 -3.695
64 H -0.414 -2.427 -3.931
65 H -0.571 -3.591 -2.677
66 H -0.869 -1.132 -2.394
67 C 3.337 -1.408 -0.341
68 O 4.294 -1.030 -1.346
69 H 2.331 -1.118 -0.645
70 H 3.387 -2.490 -0.218
71 H 3.622 -0.959 0.610
72 H 5.200 -0.965 -1.037
73 C -0.134 -3.377 -0.132
74 O 1.094 -3.867 0.168
75 H -0.303 -2.427 0.375
76 H -0.106 -3.211 -1.209
77 H -0.890 -4.079 0.222
78 H 1.304 -3.403 0.982

Calculated values
Highest occupied orbital energy, eV: -8.2
HOMO-LUMO gap, eV: 8.3
Relative energy (zero: lowest compared OMol25 entry of this formula, charge and spin), kcal/mol: 350.8

---

No. 2
Formula: C13H52O13
Source: the OMol25 dataset
Level of theory: ωB97M-V with the def2-TZVPD basis set

Positions of all 78 atoms, in Å:
1 C 20.665 19.601 4.369
2 O 19.843 19.061 3.386
3 H 20.753 18.801 5.104
4 H 21.635 19.789 3.909
5 H 20.284 20.532 4.789
6 H 18.908 19.045 3.606
7 C 19.054 17.211 -2.613
8 O 19.229 17.870 -3.831
9 H 19.706 17.602 -1.831
10 H 18.024 17.327 -2.277
11 H 19.341 16.167 -2.744
12 H 20.188 17.904 -3.837
13 C 19.584 22.400 2.517
14 O 18.843 23.251 1.807
15 H 20.602 22.771 2.637
16 H 19.219 22.123 3.506
17 H 19.710 21.451 1.998
18 H 18.076 22.814 1.429
19 C 17.441 18.646 0.853
20 O 16.657 17.798 1.768
21 H 17.895 18.095 0.029
22 H 16.711 19.374 0.497
23 H 18.142 19.242 1.437
24 H 16.325 18.369 2.464
25 C 15.504 20.710 3.609
26 O 15.415 19.307 3.630
27 H 16.162 20.993 4.430
28 H 15.853 21.075 2.642
29 H 14.469 20.988 3.808
30 H 14.718 19.040 4.234
31 C 19.559 20.775 -1.612
32 O 18.726 21.710 -2.232
33 H 20.019 19.992 -2.215
34 H 20.347 21.203 -0.992
35 H 18.971 20.204 -0.894
36 H 18.934 21.903 -3.149
37 C 21.901 18.935 0.853
38 O 22.054 18.303 -0.382
39 H 22.419 18.452 1.682
40 H 22.076 20.006 0.954
41 H 20.838 18.831 1.073
42 H 21.523 17.505 -0.344
43 C 19.781 15.952 1.343
44 O 20.256 16.128 0.024
45 H 20.494 15.419 1.971
46 H 19.666 16.803 2.015
47 H 18.918 15.315 1.152
48 H 20.418 15.349 -0.512
49 C 18.036 16.877 5.736
50 O 19.297 16.300 5.654
51 H 17.685 17.022 4.714
52 H 17.316 16.279 6.294
53 H 18.172 17.846 6.217
54 H 19.260 15.406 5.307
55 C 15.800 22.310 -0.434
56 O 16.966 21.789 0.072
57 H 15.307 22.914 0.328
58 H 16.044 22.864 -1.340
59 H 15.246 21.493 -0.896
60 H 17.542 21.619 -0.677
61 C 16.364 19.750 -3.034
62 O 15.389 19.359 -3.929
63 H 16.165 19.370 -2.032
64 H 17.317 19.422 -3.447
65 H 16.400 20.837 -2.963
66 H 14.848 18.657 -3.560
67 C 17.051 14.504 2.918
68 O 15.893 15.233 2.799
69 H 16.903 13.584 3.483
70 H 17.298 14.137 1.922
71 H 17.898 15.102 3.256
72 H 16.138 16.097 2.459
73 C 13.993 16.865 0.291
74 O 13.025 16.882 -0.716
75 H 13.494 16.900 1.260
76 H 14.582 15.958 0.153
77 H 14.699 17.695 0.295
78 H 12.365 16.209 -0.534

Calculated values
Highest occupied orbital energy, eV: -9.8
HOMO-LUMO gap, eV: 10.1
Relative energy (zero: lowest compared OMol25 entry of this formula, charge and spin), kcal/mol: 78.4

---

No. 3
Formula: C13H6BrOS4V
Source: the OMol25 dataset
Level of theory: ωB97M-V with the def2-TZVPD basis set

Positions of all 26 atoms, in Å:
1 V 0.273 0.262 0.447
2 O 5.256 -0.992 4.975
3 C 4.377 -0.786 4.173
4 S 2.679 -0.563 4.600
5 C 2.052 -0.388 2.969
6 C 2.956 -0.427 1.972
7 S 2.616 -0.301 0.253
8 S 4.634 -0.643 2.432
9 S 0.320 -0.204 2.787
10 Br -2.366 0.272 0.240
11 C -2.591 2.160 0.013
12 C -3.861 2.656 -0.067
13 C -4.025 4.048 -0.219
14 C -2.929 4.859 -0.283
15 C -1.617 4.333 -0.203
16 C -0.484 5.177 -0.273
17 C 0.767 4.633 -0.196
18 C 0.938 3.241 -0.045
19 C -0.111 2.348 0.044
20 C -1.412 2.939 -0.048
21 H -4.718 2.000 -0.013
22 H -5.023 4.460 -0.278
23 H -3.047 5.930 -0.395
24 H -0.630 6.245 -0.387
25 H 1.643 5.270 -0.248
26 H 1.956 2.866 0.018

Calculated values
Multiplicity: 4
Highest occupied orbital energy (spin up / spin down), eV: -3.9 / -3.9
HOMO-LUMO gap (spin up / spin down), eV: 6.4 / 6.4
Relative energy (zero: lowest compared OMol25 entry of this formula, charge and spin), kcal/mol: 0.0
Total charge: -1

---

No. 4
Formula: C13H7F3N2NaO4
Source: the OMol25 dataset
Level of theory: ωB97M-V with the def2-TZVPD basis set

Positions of all 30 atoms, in Å:
1 Na -0.365 3.078 0.610
2 O 3.529 1.133 0.867
3 C 2.369 1.560 0.926
4 O 1.936 2.706 0.612
5 C 1.301 0.556 1.405
6 C 1.591 -0.745 1.798
7 C 0.535 -1.569 2.169
8 C -0.768 -1.090 2.134
9 C -0.974 0.223 1.729
10 N 0.051 0.993 1.394
11 C -2.370 0.867 1.598
12 O -3.334 0.129 1.839
13 O -2.376 2.073 1.221
14 H 2.620 -1.078 1.795
15 H 0.728 -2.590 2.476
16 H -1.622 -1.698 2.398
17 F 1.327 -2.630 -2.132
18 C 0.045 -2.267 -1.973
19 F -0.429 -2.931 -0.908
20 F -0.629 -2.739 -3.049
21 C -0.128 -0.781 -1.842
22 C 0.948 0.080 -1.937
23 C 0.708 1.440 -1.792
24 N -0.499 1.950 -1.557
25 C -1.530 1.104 -1.491
26 C -1.397 -0.267 -1.624
27 H 1.958 -0.275 -2.081
28 H 1.536 2.136 -1.805
29 H -2.495 1.537 -1.265
30 H -2.265 -0.904 -1.516

Calculated values
Highest occupied orbital energy, eV: -5.6
HOMO-LUMO gap, eV: 7.8
Relative energy (zero: lowest compared OMol25 entry of this formula, charge and spin), kcal/mol: 0.0
Total charge: -1